(1)
Computed, not measured: a cluster of 7 separate species, C45H97BN4O17PS in total, with ωB97M-V/def2-TZVPD.

Structure (XYZ):
```
166
Properties=species:S:1:pos:R:3:forces:R:3
C 4.2422 -0.9996 1.5443 -0.5 0.1 0.1
B 3.1797 -0.2603 0.6517 1.0 -0.7 0.9
O 3.4644 0.0186 -0.6430 -1.1 -0.3 -0.3
N 1.8815 0.2028 1.2607 -0.3 0.5 -0.6
C 0.6972 -0.2290 0.7555 0.2 0.7 -0.9
N 0.2024 -1.4261 0.8245 0.6 -0.4 -0.8
C 0.9207 -2.5804 1.3953 -0.4 -0.9 -0.8
C 1.4259 -3.5045 0.2596 0.4 0.9 0.1
C 2.7767 -4.1586 0.5323 -0.3 -0.5 -0.6
O 2.7086 -5.4595 -0.0288 0.0 0.0 0.2
P -1.4354 -1.7393 0.2279 -1.9 0.1 2.0
S -2.5969 -1.9044 1.7619 0.2 -0.1 -0.2
N -0.0964 0.7925 0.2060 0.1 -0.1 0.6
C 0.0028 0.9985 -1.2353 -0.6 0.2 -0.2
O 0.6093 -0.1249 -1.8291 0.0 0.2 0.4
C 1.0047 0.0587 -3.1421 0.3 0.1 -0.1
C 1.9031 1.1965 -3.4866 0.2 0.7 0.4
O 0.6348 -0.7210 -3.9438 -0.4 -1.0 -0.7
C 0.2120 1.8909 1.1315 0.0 -0.5 0.0
C -0.2830 3.2495 0.6982 0.5 0.5 -0.8
C -0.2459 4.2388 1.8431 0.0 -0.3 -0.2
O -0.9991 4.1122 2.7586 -0.3 0.2 0.7
C 1.7217 1.6823 1.5335 -1.4 0.4 1.2
C 2.6595 2.5828 0.7754 0.3 -0.4 -0.5
C 1.7071 1.8685 3.0828 1.2 0.1 0.0
C 3.0251 2.3162 3.7383 0.0 -0.1 0.1
C 3.5354 1.3496 4.8035 0.5 0.1 -0.2
C 4.7124 1.9365 5.5655 -0.5 0.3 0.2
N 5.8789 2.1447 4.7316 0.9 0.3 -0.3
C 6.2018 1.5483 3.5351 0.1 0.0 -0.1
C 7.3990 2.0523 3.0641 -0.7 0.0 0.8
C 7.8410 2.9992 4.0357 -0.5 -0.6 -0.3
C 6.8910 3.0186 5.0334 0.6 0.4 -0.3
H 3.9171 -1.0255 2.5805 0.1 -0.1 0.2
H 4.4098 -2.0275 1.2294 0.0 -0.1 -0.1
H 5.2087 -0.5063 1.4804 0.1 0.1 -0.1
H 3.9526 -0.6973 -1.0650 0.6 0.3 0.0
H 1.7141 -2.2572 2.0568 0.0 0.3 0.1
H 0.1632 -3.1368 1.9384 0.0 0.1 0.6
H 1.5268 -2.8812 -0.6289 -0.1 -0.1 -0.2
H 0.6991 -4.2733 0.0212 -0.1 -0.2 0.1
H 3.0116 -4.1993 1.5960 0.0 0.1 0.2
H 3.5419 -3.6028 -0.0094 0.3 0.2 0.3
H 3.4930 -5.9485 0.2368 0.0 -0.1 -0.1
H -1.3903 -2.9546 -0.4635 0.7 0.3 -0.5
H -1.8500 -0.6558 -0.5490 0.6 -0.3 -0.6
H -1.0156 1.0822 -1.6255 -0.1 0.0 -0.1
H 0.5067 1.9304 -1.4858 0.4 0.0 0.2
H 2.6398 1.4185 -2.7218 0.0 -0.1 0.2
H 2.4116 0.9876 -4.4164 0.0 -0.2 -0.2
H 1.3157 2.1012 -3.6347 -0.1 0.1 -0.1
H -0.3831 1.6367 2.0085 0.0 0.1 0.2
H -1.3141 3.1606 0.3640 -0.2 -0.1 0.2
H 0.2693 3.6678 -0.1429 0.2 -0.1 -0.1
H 0.4956 5.0491 1.8328 0.1 0.2 -0.2
H 3.7034 2.4332 1.0387 0.1 -0.1 0.1
H 2.5766 2.3797 -0.2901 0.0 0.1 -0.2
H 2.4392 3.6311 0.9410 -0.1 0.1 0.2
H 1.4325 0.9113 3.5166 -0.3 -0.2 0.0
H 0.9284 2.5646 3.3728 -0.1 0.1 -0.1
H 3.8248 2.4584 3.0187 0.0 0.1 -0.1
H 2.8812 3.2844 4.2132 0.0 0.2 0.0
H 2.7381 1.1077 5.4993 -0.1 -0.1 0.2
H 3.8847 0.4285 4.3382 -0.3 -0.3 0.0
H 4.9535 1.3515 6.4502 0.1 -0.3 0.0
H 4.3961 2.9129 5.9307 0.1 0.2 0.1
H 5.5436 0.8223 3.0989 0.0 -0.1 0.0
H 7.8590 1.7584 2.1401 0.2 0.0 -0.1
H 8.7549 3.5571 3.9684 0.1 0.2 0.2
H 6.9193 3.6215 5.9233 -0.3 -0.1 0.2
C -6.4012 1.7836 -3.1493 0.0 0.0 0.0
O -5.7175 0.9377 -4.0613 0.0 0.0 0.2
C -4.3096 1.0733 -4.0221 -0.1 -0.1 -0.3
C -3.6632 -0.0586 -3.2582 0.2 0.1 0.2
O -3.9939 -0.0252 -1.8716 0.1 -0.1 0.0
C -5.0016 -0.9651 -1.5186 0.0 0.0 0.1
H -7.4417 1.4664 -3.1203 0.0 0.0 -0.1
H -5.9845 1.7175 -2.1410 0.0 0.0 0.0
H -6.3639 2.8215 -3.4938 0.0 0.0 0.1
H -4.0248 2.0395 -3.5922 0.0 0.0 0.1
H -3.9494 1.0445 -5.0565 0.0 0.0 0.0
H -2.5736 0.0444 -3.3343 0.0 0.0 -0.1
H -3.9420 -1.0204 -3.6966 0.0 0.0 0.0
H -4.5975 -1.9838 -1.5231 -0.1 0.0 0.0
H -5.8529 -0.9105 -2.1986 0.0 0.0 0.0
H -5.3365 -0.7270 -0.5109 0.1 0.0 0.0
C 11.2147 -0.5861 8.5717 0.0 0.0 0.0
O 11.1249 -0.5164 7.1595 -0.1 0.1 0.1
C 9.7975 -0.6161 6.6730 0.2 0.0 -0.2
C 9.2383 0.7338 6.2845 -0.3 0.0 0.2
O 9.0655 1.5762 7.4143 0.1 0.0 0.0
C 10.0873 2.5477 7.5489 -0.1 0.0 0.0
H 12.2280 -0.3034 8.8510 0.0 0.0 0.0
H 10.5121 0.0970 9.0550 0.0 0.0 0.0
H 11.0269 -1.6075 8.9195 0.0 0.0 0.0
H 9.1493 -1.0979 7.4118 0.0 0.0 0.0
H 9.8268 -1.2529 5.7824 0.0 0.0 0.0
H 8.2487 0.5921 5.8365 0.0 0.0 -0.1
H 9.8775 1.2142 5.5390 0.0 0.0 0.0
H 9.9719 3.3331 6.7929 0.1 0.0 0.0
H 11.0810 2.1034 7.4598 0.0 0.0 0.0
H 9.9895 2.9956 8.5364 0.0 0.0 0.0
C -5.1266 3.5647 5.8213 0.0 0.0 0.0
O -4.4990 2.7074 4.8834 0.0 0.0 0.1
C -3.0999 2.9175 4.7757 -0.2 -0.2 -0.2
C -2.3197 1.8619 5.5269 0.2 0.1 0.2
O -2.5117 1.9508 6.9275 -0.1 0.0 0.0
C -3.4201 0.9879 7.4338 0.0 0.0 0.0
H -6.1397 3.1978 5.9760 0.0 0.0 -0.1
H -4.6025 3.5670 6.7798 0.0 0.0 0.0
H -5.1788 4.5873 5.4330 0.0 0.0 0.1
H -2.8277 3.9166 5.1272 0.0 0.0 0.0
H -2.8430 2.8531 3.7175 0.0 0.0 0.0
H -1.2498 2.0181 5.3392 0.0 0.0 -0.1
H -2.5871 0.8641 5.1624 0.0 0.0 0.0
H -2.9615 -0.0071 7.4401 -0.1 0.0 0.0
H -4.3429 0.9585 6.8503 0.0 0.0 0.0
H -3.6597 1.2683 8.4577 0.0 0.0 0.0
C -2.3787 0.9593 -10.9365 0.0 0.0 0.0
O -2.2777 2.2640 -10.3924 0.0 -0.1 0.1
C -3.3608 2.6066 -9.5445 0.2 0.2 -0.1
C -2.9806 2.5013 -8.0853 -0.3 -0.1 0.1
O -2.7235 1.1568 -7.7017 0.1 0.0 0.0
C -1.3424 0.8570 -7.6176 -0.1 -0.1 0.0
H -1.4228 0.7218 -11.4000 0.0 0.1 0.0
H -2.5916 0.2152 -10.1652 0.0 0.0 0.0
H -3.1592 0.9215 -11.7031 0.0 -0.1 0.0
H -4.2327 1.9807 -9.7560 0.0 0.0 0.0
H -3.6298 3.6447 -9.7628 0.0 0.0 0.0
H -3.8187 2.8569 -7.4766 0.0 0.0 0.0
H -2.1142 3.1349 -7.8724 0.0 0.0 0.0
H -0.9010 1.3210 -6.7269 0.1 0.0 0.0
H -0.8021 1.1922 -8.5056 0.0 0.0 0.0
H -1.2432 -0.2239 -7.5323 0.0 0.0 0.0
C 0.1646 -7.1730 -1.3860 0.0 0.0 0.0
O -0.6923 -8.2788 -1.5824 0.1 0.1 0.1
C 0.0071 -9.5113 -1.6851 -0.3 0.0 -0.1
C -0.0535 -10.2974 -0.3959 0.3 -0.1 0.1
O 0.6514 -9.6425 0.6499 -0.1 0.1 0.0
C -0.1964 -8.9616 1.5555 0.0 0.0 0.0
H -0.4564 -6.3161 -1.1194 -0.1 0.0 0.0
H 0.8800 -7.3503 -0.5812 0.0 0.0 0.0
H 0.7071 -6.9385 -2.3089 0.1 0.0 0.0
H 1.0480 -9.3408 -1.9754 0.0 0.0 0.0
H -0.4732 -10.0923 -2.4777 0.0 0.0 0.0
H 0.4258 -11.2682 -0.5521 0.0 0.0 0.0
H -1.0933 -10.4760 -0.1078 0.0 0.0 0.0
H -0.7260 -9.6734 2.1972 -0.1 0.0 0.0
H -0.9236 -8.3338 1.0343 0.0 0.0 0.0
H 0.4314 -8.3287 2.1818 0.0 0.0 0.0
C -10.6543 2.1225 -5.1556 0.0 0.0 0.0
O -9.2762 2.1602 -5.4805 -0.1 -0.1 0.0
C -8.7595 0.9007 -5.8904 0.2 0.2 0.1
C -8.6141 0.8179 -7.3924 -0.2 -0.3 -0.1
O -9.8721 0.8379 -8.0477 0.0 0.1 0.1
C -10.1970 2.0979 -8.6060 0.0 -0.1 0.0
H -10.9969 3.1508 -5.0515 0.0 0.0 0.0
H -11.2396 1.6336 -5.9375 0.0 0.0 0.0
H -10.8125 1.6017 -4.2047 0.0 0.0 0.0
H -9.3904 0.0850 -5.5239 -0.1 0.0 0.0
H -7.7697 0.7940 -5.4369 0.0 -0.1 0.0
H -8.1329 -0.1318 -7.6465 0.0 0.0 0.0
H -7.9758 1.6293 -7.7561 0.0 0.0 0.0
H -9.5947 2.2886 -9.5010 0.0 0.1 0.0
H -10.0472 2.9084 -7.8886 0.0 0.0 0.0
H -11.2470 2.0707 -8.8917 0.0 0.0 0.0
```
Positions in Å, forces in eV/Å.

Properties
Total charge: +1
HOMO, eV: -10.28
Kohn-Sham gap, eV: 7.102

(2)
Computed, not measured: a structure of composition C2H14BrN4O5Pt, with ωB97M-V/def2-TZVPD.

Structure (XYZ):
```
27
Properties=species:S:1:pos:R:3:forces:R:3
Pt -13.4222 22.8726 -17.0112 -0.1 0.0 0.0
Br -9.6110 24.1821 -19.6470 -0.1 0.0 0.0
C -19.1532 21.8685 -14.4713 1.3 1.4 -1.4
O -18.0576 21.8768 -14.8620 6.3 -0.5 -2.0
N -19.6133 21.4730 -13.3821 -2.8 -4.9 8.6
N -20.1187 22.4860 -15.0291 -4.5 3.1 -4.8
H -19.1590 20.8957 -12.6891 0.4 0.1 -0.5
H -20.5876 21.2346 -13.5009 0.2 -0.3 1.3
H -19.9602 22.7887 -15.9796 -0.6 0.0 0.1
H -21.0224 22.2270 -14.6599 -0.2 1.0 -1.2
C -11.0609 18.7813 -13.1692 -1.1 2.5 4.2
O -11.2734 19.7851 -13.7674 -1.1 2.9 -1.9
N -11.2040 18.6303 -11.8561 -2.2 1.9 5.0
N -10.5494 17.7421 -13.5948 3.8 -7.1 -5.9
H -10.9959 17.8868 -11.2050 0.4 -0.3 -1.0
H -11.7782 19.3031 -11.3684 0.2 0.3 -0.3
H -10.3304 17.7786 -14.5801 0.2 -0.5 0.1
H -10.4848 16.8505 -13.1247 -0.1 0.5 -0.1
O -12.9818 26.1783 -14.6528 -0.1 -0.3 -0.3
H -13.0170 26.2804 -13.7017 0.0 0.0 0.3
H -12.6928 27.0320 -14.9752 0.1 0.2 -0.1
O -14.4418 19.3198 -18.6889 0.2 0.4 0.2
H -15.0953 18.7520 -18.2806 -0.2 -0.1 0.2
H -14.3377 18.9686 -19.5733 0.1 -0.1 -0.3
O -15.9771 24.5344 -19.6857 0.3 -0.2 0.3
H -16.3804 23.9366 -20.3151 -0.1 -0.2 -0.2
H -16.3020 25.3998 -19.9345 -0.1 0.3 0.0
```
Positions in Å, forces in eV/Å.

Properties
Energy relative to the best compared isomer or geometry (same formula, charge and spin), eV: 9.2029
⟨S²⟩: 2.0292
Total charge: +1
HOMO (spin up / spin down), eV: -11.88 / -11.88
Kohn-Sham gap (spin up / spin down), eV: 4.849 / 4.802
Spin multiplicity: 3

(3)
Computed, not measured: a cluster of 4 separate species, C22H39I2N6O6S in total, with ωB97M-V/def2-TZVPD.

Structure (XYZ):
```
76
Properties=species:S:1:pos:R:3:forces:R:3
C -1.2922 3.0108 6.4726 0.4 0.2 0.0
C 0.1019 2.5667 5.8133 1.5 -1.9 4.6
O 0.9430 2.0484 6.5971 -3.0 2.3 -4.1
O 0.4448 2.7697 4.4232 -0.2 -2.2 -1.1
C 0.1864 1.5655 3.6716 -2.9 -2.1 3.4
O -0.6397 0.7714 4.2112 3.4 2.7 -2.7
C 0.9280 1.2399 2.2984 1.6 1.3 0.7
C 1.3421 -0.2836 2.0916 -1.6 -3.3 -2.2
C 0.5286 -1.0784 0.9879 2.0 -2.6 1.6
C -0.6673 -0.4732 0.1290 1.1 -1.1 -0.5
I -2.3643 0.2240 1.3684 0.8 -0.4 -0.7
C -0.2344 0.6247 -0.9750 -2.5 -0.3 -1.0
C -0.8399 0.1362 -2.4078 1.0 -0.2 -0.3
I 1.9103 0.8479 -1.2602 -0.7 0.1 0.2
C 0.9333 -2.5865 0.7763 1.8 4.0 3.4
C 2.1042 -3.0705 1.7261 -2.6 1.4 -0.6
S 2.5701 -4.8723 1.5351 -0.2 1.0 0.5
N 2.7601 -2.2667 2.6824 -2.5 -1.7 -3.1
N 2.3718 -1.0023 2.7805 -1.8 3.4 -0.9
C 3.1485 -0.1942 3.8118 1.4 -0.4 1.0
C 2.5440 -0.3584 5.3124 1.1 -1.2 -0.2
N 3.4105 0.3550 6.2796 -0.8 0.0 -1.0
H -1.3653 2.5181 7.5089 0.5 0.6 -1.8
H -2.2105 2.6856 5.8825 1.4 0.7 0.5
H -1.2558 4.1471 6.6806 -0.2 -1.8 -0.7
H 1.9005 1.8695 2.2854 -1.6 -1.0 0.0
H 0.2929 1.6627 1.4373 0.9 -1.1 1.3
H -1.1128 -1.3589 -0.4667 0.8 1.4 1.2
H -0.7913 1.6106 -0.7426 1.5 -1.3 -0.2
H -1.9826 0.1647 -2.4286 1.7 -0.1 0.2
H -0.4363 -0.9200 -2.6615 -0.8 1.5 0.6
H -0.4632 0.8067 -3.2649 -0.7 -1.0 1.6
H 0.4305 -3.2658 0.0135 0.9 1.0 1.2
H 1.5069 -5.6136 2.0682 0.6 1.4 -0.3
H 4.1998 -0.6752 3.8629 -1.8 0.7 -0.3
H 3.3214 0.8845 3.4867 -0.7 -1.5 0.2
H 2.6497 -1.4804 5.5575 -0.3 2.0 -0.6
H 1.4336 -0.1253 5.3975 1.7 0.1 -0.1
H 3.3722 1.3770 6.1778 0.1 -0.8 0.1
H 4.3704 -0.0076 6.3039 -0.7 0.3 -0.1
C -2.0696 3.1126 -4.6616 0.3 0.3 -0.6
O -2.0334 2.0475 -4.0656 0.0 0.3 -0.3
N -1.2722 3.4538 -5.7102 -0.7 -0.1 0.8
C -1.3766 4.7412 -6.3663 0.1 -0.2 0.0
C -0.2873 2.4999 -6.1863 -0.1 -0.2 0.2
H -2.7796 3.9071 -4.3817 0.0 0.0 -0.1
H -1.6208 4.5850 -7.4200 0.0 0.2 0.0
H -0.4183 5.2605 -6.2860 -0.1 0.1 -0.1
H -2.1542 5.3530 -5.9062 0.1 -0.1 0.0
H -0.7967 1.5857 -6.4993 0.2 0.0 0.0
H 0.3990 2.2575 -5.3712 0.1 -0.1 -0.2
H 0.2724 2.9129 -7.0260 -0.1 0.0 0.1
C 0.5614 -3.1913 6.8864 -0.4 0.0 0.0
O 1.5325 -2.4575 6.7941 -0.7 -0.4 0.2
N -0.7250 -2.8384 6.6118 0.8 -0.5 0.2
C -1.8229 -3.7735 6.7492 0.0 0.2 0.0
C -1.0052 -1.4878 6.1691 0.3 0.0 0.1
H 0.6599 -4.2386 7.2142 -0.1 0.0 0.0
H -2.3150 -3.8901 5.7800 -0.1 -0.1 0.1
H -2.5371 -3.3800 7.4769 -0.1 -0.2 -0.1
H -1.4671 -4.7475 7.0887 0.0 0.1 0.0
H -0.4527 -1.2916 5.2488 -0.2 0.1 0.1
H -0.6723 -0.7824 6.9352 0.0 0.1 -0.1
H -2.0732 -1.3575 5.9897 0.1 -0.1 0.0
C 0.3107 -0.0556 -9.2725 -0.3 -0.3 -0.1
O 0.9148 0.0396 -8.2193 -0.2 -0.1 0.0
N -0.6925 -0.9428 -9.5276 0.6 0.6 -0.1
C -1.3640 -0.9943 -10.8103 0.0 -0.2 0.2
C -1.1003 -1.8633 -8.4840 0.2 0.1 0.2
H 0.5408 0.5952 -10.1314 -0.1 0.0 -0.1
H -2.4295 -0.7999 -10.6628 0.0 0.0 -0.2
H -1.2302 -1.9891 -11.2429 -0.1 0.1 -0.1
H -0.9565 -0.2492 -11.4953 0.0 -0.1 0.1
H -1.4367 -1.2931 -7.6144 0.0 -0.2 0.0
H -0.2440 -2.4757 -8.1915 -0.1 0.0 0.1
H -1.9082 -2.5063 -8.8356 0.1 0.1 0.0
```
Positions in Å, forces in eV/Å.

Properties
Energy relative to the best compared isomer or geometry (same formula, charge and spin), eV: 0.0000
Total charge: +1
HOMO, eV: -10.83
Kohn-Sham gap, eV: 6.403

(4)
Computed, not measured: an isolated molecule of C3H10N4, with ωB97M-V/def2-TZVPD.

Structure (XYZ):
```
17
Properties=species:S:1:pos:R:3:forces:R:3
C -1.6011 0.0057 -1.4207 0.0 -0.1 0.2
C 1.4217 1.3357 1.5536 0.0 0.0 0.0
N -0.6915 -0.8144 -0.6184 -1.0 0.2 0.5
C 0.4090 -0.0180 -0.0413 -0.2 -1.1 0.5
N -1.4468 -1.5456 0.3507 0.0 0.1 0.0
N 1.4350 -0.4728 -0.8017 -1.7 -0.4 -0.4
N 0.2569 0.6705 1.0086 -0.2 0.2 -0.5
H -1.6697 -0.9101 1.1207 0.1 0.0 -0.1
H -0.8301 -2.2596 0.7290 -0.1 0.1 -0.1
H 2.3272 -0.0042 -0.7552 0.1 -0.4 -0.6
H 0.6707 -1.1560 -1.3894 2.8 1.2 0.6
H -2.0959 0.7572 -0.7990 0.0 0.0 0.0
H -1.0243 0.4993 -2.2012 0.0 0.1 0.0
H -2.3495 -0.6472 -1.8641 0.0 0.0 0.0
H 1.8612 2.0517 0.8483 0.0 0.0 0.0
H 1.1188 1.8848 2.4452 0.1 0.0 0.0
H 2.2082 0.6231 1.8348 0.0 0.0 0.0
```
Positions in Å, forces in eV/Å.

Properties
Energy relative to the best compared isomer or geometry (same formula, charge and spin), eV: 2.3323
HOMO, eV: -8.85
Kohn-Sham gap, eV: 9.864